[1]
{
  "formula": "C5H10OS",
  "method": "ωB97M-V with the def2-TZVPD basis set",
  "smiles": "CSCCCC=O",
  "relative_energy_kj_mol": 114.4,
  "multiplicity": 1,
  "e_homo_ev": -8.72,
  "gap_ev": 9.6046,
  "symbols": ["O", "C", "C", "C", "C", "S", "C", "H", "H", "H", "H", "H", "H", "H", "H", "H", "H"],
  "xyz": [[2.942, -1.946, -1.673], [2.256, -1.732, -0.709], [1.470, -0.488, -0.469], [0.089, -0.627, 0.200], [-0.140, 0.539, 1.150], [-0.836, 2.108, 0.452], [-2.435, 1.476, -0.197], [2.164, -2.466, 0.120], [1.261, -0.040, -1.458], [2.072, 0.390, -0.204], [-0.651, -0.866, -0.563], [-0.004, -1.548, 0.802], [-0.845, 0.218, 1.920], [0.757, 0.928, 1.664], [-2.499, 0.515, 0.319], [-3.243, 2.188, -0.066], [-2.358, 1.351, -1.288]],
  "lowdin_charge": [0.06, -0.28, -0.18, -0.26, -0.51, 0.75, -0.40, 0.12, 0.13, 0.13, 0.11, 0.11, 0.07, 0.07, 0.02, 0.02, 0.03]
}

[2]
{
  "formula": "C5H10OS2",
  "method": "ωB97M-V with the def2-TZVPD basis set",
  "relative_energy_kj_mol": 453.2,
  "multiplicity": 1,
  "e_homo_ev": -8.94,
  "gap_ev": 9.5244,
  "symbols": ["C", "C", "C", "C", "C", "O", "S", "S", "H", "H", "H", "H", "H", "H", "H", "H", "H", "H"],
  "xyz": [[-1.584, 0.192, 2.311], [-2.080, 0.362, 0.940], [-0.674, 0.024, 1.389], [0.862, 0.809, -2.537], [1.441, -1.617, 0.776], [1.538, 0.189, 2.565], [-0.977, 0.357, -2.480], [1.015, 0.131, 1.198], [-1.523, 1.388, -3.073], [-1.801, 0.199, 3.353], [-2.697, -0.338, 0.503], [-2.233, 1.475, 0.537], [1.126, 1.625, -1.935], [1.381, 1.003, -3.476], [1.459, 0.046, -2.062], [2.339, -1.868, 1.364], [1.825, -1.597, -0.203], [0.582, -2.381, 0.831]],
  "lowdin_charge": [-0.02, -0.15, -0.42, -0.43, -0.21, -0.53, 0.64, 0.87, -0.20, 0.10, 0.04, 0.12, -0.01, 0.03, 0.00, 0.06, -0.01, 0.09]
}